DFT (wB97M-V/def2-TZVPD) results for C35H43AsLaN8O2PSi as an isolated structure at a distorted geometry.

```
92
Properties=species:S:1:pos:R:3:forces:R:3
La 0.1308 0.0876 0.5635 -0.7525 -0.0112 0.0320
C -1.0151 -4.0561 4.9400 -1.0574 -0.9922 0.4531
N -0.8816 -2.7206 4.3534 -0.9544 0.1333 1.2397
C -1.5233 -1.5543 4.8042 0.6928 -1.8102 -0.0369
C -1.2796 -0.6423 3.8469 0.3649 0.1253 -0.1262
N -0.5417 -1.1908 2.8416 -0.1375 0.7007 -0.8482
C -0.3570 -2.4486 3.1577 0.7474 0.0772 0.0321
P 0.7083 -3.5777 2.2628 0.8840 -0.1462 0.5789
C 2.1569 -2.5075 1.8921 -1.3632 0.8245 -0.5714
N 2.1836 -1.4127 1.0935 -1.3171 -1.1884 0.6198
C 3.4678 -1.1735 0.8576 1.2549 1.0650 -0.3095
C 4.2564 -2.0555 1.5242 -0.3604 0.2840 0.0674
N 3.4072 -2.8565 2.1926 0.6908 -1.1825 0.3916
C 3.7962 -4.0235 2.9876 1.2940 0.3890 0.5108
C -0.1473 -3.5728 0.6996 0.8264 -1.2382 -0.3788
N -0.3834 -2.5403 -0.0696 -0.4348 0.3366 0.6527
C -0.9378 -3.0727 -1.1641 -1.0796 1.3118 -2.3285
C -1.0213 -4.4236 -1.1405 0.5761 -0.3287 0.3022
N -0.4492 -4.7486 0.0535 0.3422 0.0983 1.0914
C -0.2615 -6.0568 0.6873 0.3888 -0.2578 -0.8906
H -2.1422 -4.2728 5.0035 1.8057 0.0168 -0.0456
H -0.5458 -4.2215 5.9477 -0.4879 0.8059 -0.8758
H -0.5015 -4.7824 4.2771 -0.6048 0.4397 0.3022
H -2.0429 -1.5676 5.7390 -0.1398 0.2278 0.1789
H -1.4739 0.3897 3.8368 -0.4741 1.0300 0.0989
H 3.8023 -0.3147 0.3125 0.0518 0.1782 -0.2807
H 5.2975 -2.1452 1.6158 1.0576 -0.0582 0.0601
H 3.3043 -3.9713 3.9574 0.4972 0.2704 0.2502
H 4.9515 -4.1265 3.0691 -2.2748 0.2418 -0.1879
H 3.3232 -4.8541 2.5280 0.1871 -1.1408 -0.5695
H -1.2905 -2.4387 -1.9660 0.1148 0.0000 -0.0523
H -1.3510 -5.1212 -1.8986 0.0095 -0.0076 0.3430
H -0.1565 -6.8440 -0.0756 0.1707 0.4485 0.2387
H -1.1477 -6.2680 1.2309 -0.7212 -0.3923 0.7332
H 0.6077 -6.0357 1.3638 -0.4335 -0.0854 -0.4904
C 2.2605 -1.7883 -3.5595 0.7512 0.5065 -0.1658
O 2.8393 -0.5653 -2.9787 0.1241 -0.6584 -1.5374
C 2.1017 0.0053 -2.1116 -0.7004 2.0625 2.1987
O 1.0607 -0.4728 -1.5950 1.1411 0.2771 -1.2405
N 2.5775 1.2529 -1.6949 0.5303 -3.0242 -1.6307
N 1.7707 1.9383 -0.8700 -1.8032 0.4768 0.9916
H 1.2774 -1.5993 -3.9811 -0.0748 0.0898 0.2724
H 2.2766 -2.4793 -2.7467 -0.3818 -0.8183 0.2025
H 2.9390 -2.0856 -4.3525 0.0980 0.0620 0.1207
H 3.3545 1.6766 -2.1744 0.0182 0.1074 -0.2249
H 1.1529 2.5436 -1.4013 0.0295 0.3362 -0.0346
H 2.2516 2.4539 -0.1759 0.7835 0.4768 0.8294
C -2.9992 6.6863 -2.9034 -0.6934 1.0525 -0.3253
C -1.6427 6.6417 -2.7936 1.3307 1.3507 0.9011
C -0.9658 5.4486 -2.7576 0.0051 -0.6624 -0.9791
C -1.6795 4.2411 -2.8919 -0.3399 1.7888 -0.1156
C -3.0559 4.2898 -3.0408 -0.9319 0.4741 -0.0830
C -3.7081 5.5390 -3.1199 -0.9573 -1.2337 0.7048
As -0.7066 2.6596 -2.7808 0.2730 -0.6032 0.8317
C -1.7301 1.8833 -1.2643 1.6676 0.8235 -1.5920
C -1.8497 2.4544 -0.0424 -0.7528 1.0012 1.9560
C -2.6183 1.7853 0.9156 0.9047 -1.6807 -1.0993
C -3.0834 0.4729 0.6097 -1.1016 0.8087 0.4190
C -3.0683 -0.0601 -0.6840 0.4655 0.6926 -0.4577
C -2.3480 0.7204 -1.6357 -1.2330 -1.6268 0.9981
C -2.2619 0.4190 -3.0379 -0.3328 0.5446 -1.3981
C -2.8384 -0.6714 -3.6433 0.4302 -1.0142 -0.5038
C -2.5609 -0.9783 -4.9576 1.3976 0.9483 -1.2455
C -1.7960 -0.0641 -5.7458 -0.0607 -0.5478 -0.6044
C -1.2998 1.1278 -5.1801 -0.4774 -0.9715 -0.6132
C -1.5939 1.3584 -3.8322 0.8456 -0.3051 -0.6374
H -3.4985 7.6560 -2.8353 0.0458 -0.3775 -0.1709
H -1.1089 7.5936 -2.6300 -0.1351 -0.6564 -0.2536
H 0.1148 5.4708 -2.8066 0.1050 -0.1833 0.3843
H -3.6517 3.3709 -3.0385 0.2156 0.2836 -0.2590
H -4.8035 5.6353 -3.1809 0.6071 -0.4411 -0.1493
H -1.4731 3.4633 0.1543 0.0452 -0.3596 0.0050
H -2.7955 2.1506 1.8956 -0.0825 0.4965 0.6403
H -3.6801 0.0430 1.4082 0.1049 -0.4627 -0.2147
H -3.6578 -0.9452 -1.0342 0.7792 0.7820 0.8131
H -3.3837 -1.3920 -3.0859 -0.4472 -0.4834 0.5510
H -2.7384 -1.9650 -5.3797 -0.5880 0.3227 0.0818
H -1.5734 -0.3354 -6.8310 -0.2695 0.4789 1.6806
H -0.6614 1.7806 -5.8110 -0.6218 -0.2762 0.7124
C 1.1543 3.8659 2.1276 -1.2811 0.7926 -1.2331
Si 1.5672 2.0591 2.4596 0.3468 -0.1241 0.5940
C 1.5243 1.8227 4.3496 -1.1613 -1.2586 -0.3914
C 3.4594 1.9955 2.2478 0.2929 -0.1647 0.8043
H 1.8718 4.6047 2.4304 0.5161 0.2257 0.8452
H 0.1589 4.1399 2.5546 0.6727 -0.1319 -0.1598
H 1.0743 4.1627 1.0479 -0.1899 -0.5824 0.3997
H 1.9983 2.5836 4.9295 0.4556 0.6540 0.2803
H 2.0385 0.8553 4.5509 -0.3922 0.4906 0.0693
H 0.4697 1.7437 4.7022 0.6797 -0.0662 -0.0216
H 3.8949 2.6343 3.0421 -0.1973 0.2092 -0.6289
H 3.8581 2.2789 1.2733 0.2778 -0.0291 0.0119
H 3.8430 1.0143 2.5621 -0.0973 -0.0379 -0.5129
```
Forces are in eV/Å.

The relative energy (zero: lowest compared OMol25 entry of this formula, charge and spin) comes out at 13.2 kcal/mol. As for the HOMO energy: -11.34 eV. The total charge is +2. For the molar mass, the calculation gives 880.67 Da. The total energy is -4845.85233 a.u.

Results of the Mulliken charge analysis, in e, for atoms 1 through 6: La 2.341; C -0.810; N 0.106; C -0.931; C -0.784; N 0.437